# 1
A cluster of 2 separate species, C6H13NO2Si in total, computed with the ωB97M-V functional and the def2-TZVPD basis.

Orbital gap, eV: 9.79
Total charge: 0
LUMO, eV: 0.79
SMILES: C=CO[Si](C)(C)N.C=C=O

Structure (XYZ):
```
23
Properties=species:S:1:pos:R:3:nbo_charge:R:1
C 1.47 -2.66 1.00 -0.506
H -1.16 2.27 -1.25 0.238
H 1.56 -3.67 1.48 0.239
H 0.62 3.12 0.55 0.278
Si -0.28 0.04 -0.61 2.080
N 0.25 -1.00 -2.00 -1.341
H -2.15 -1.35 -0.17 0.250
H 1.86 1.98 1.08 0.263
C -0.27 1.67 -1.38 -1.170
O -0.43 1.32 3.02 -0.450
H -0.40 1.40 -2.39 0.251
C 0.18 1.68 2.13 0.722
H 1.68 -2.78 -0.02 0.172
O 0.78 -0.37 0.50 -0.854
H 0.38 -1.39 2.13 0.142
H 0.62 2.28 -1.34 0.243
H -2.49 0.08 0.70 0.257
H -2.58 0.14 -1.00 0.246
C 0.89 2.27 1.26 -0.800
H -0.28 -1.46 -2.86 0.399
H 0.90 -1.77 -1.77 0.379
C 0.83 -1.52 1.13 0.174
C -1.99 -0.30 -0.20 -1.212
```

=====

# 2
A cluster of 2 separate species, C6H13NO3 in total, computed with the ωB97M-V functional and the def2-TZVPD basis.

Orbital gap, eV: 10.04
Total charge: 0
LUMO, eV: 0.48
SMILES: C[C@H]1C(=O)N[C@]1(C)CO.O

Structure (XYZ):
```
23
Properties=species:S:1:pos:R:3:nbo_charge:R:1
H 1.75 -3.45 -0.53 0.232
H -1.99 -0.88 0.51 0.161
O -3.25 -0.44 -1.08 -0.715
C 0.25 -1.91 -0.59 -0.326
H 0.69 0.61 1.58 0.463
C 1.06 -0.63 -0.81 0.769
H 1.17 -3.10 -2.16 0.221
C 0.86 -3.19 -1.12 -0.609
H -3.02 0.49 -1.00 0.468
H 0.14 1.17 0.11 0.495
H -0.29 -1.80 -3.36 0.219
H -0.48 0.79 -2.02 0.404
N -0.24 0.04 -1.38 -0.778
H 0.00 -2.01 0.48 0.227
H -1.57 -2.85 -2.69 0.216
H -2.62 -2.25 -0.43 0.182
O 1.02 1.10 0.82 -0.950
C -1.21 -1.81 -2.75 -0.635
C -2.23 -1.23 -0.51 -0.062
H 0.13 -4.02 -1.05 0.217
H -1.96 -1.20 -3.26 0.232
C -0.95 -1.26 -1.35 0.101
O 2.20 -0.40 -1.15 -0.532
```

=====

# 3
An isolated molecule of C6H13NO4, computed with the ωB97M-V functional and the def2-TZVPD basis.

Orbital gap, eV: 9.93
Total charge: 0
LUMO, eV: 0.37
SMILES: OC[C@H]1NC[C@H](O)[C@H](O)[C@H]1O

Structure (XYZ):
```
24
Properties=species:S:1:pos:R:3:nbo_charge:R:1
H -0.73 0.93 1.53 0.183
H 1.58 -0.13 1.41 0.152
H -0.61 0.92 -1.43 0.155
H -1.93 -1.26 1.39 0.187
C -1.15 0.66 0.55 0.055
H 1.74 0.65 -1.47 0.221
H 2.27 1.52 0.79 0.210
N 0.79 -1.09 -0.78 -0.625
H -2.98 -1.55 -0.41 0.488
O -2.29 -0.95 -0.66 -0.750
C -0.13 -1.64 0.28 -0.284
H -2.59 0.81 -0.45 0.488
H 0.49 -1.76 1.25 0.212
C -1.40 -0.88 0.48 0.042
H 3.25 -0.94 -0.39 0.478
C 2.12 0.39 0.51 -0.074
H -0.79 2.88 -0.31 0.484
O 3.38 -0.15 0.12 -0.715
H 0.18 -1.02 -1.61 0.354
O 0.17 2.49 -0.29 -0.727
C 1.20 0.37 -0.53 -0.120
O -2.23 1.35 0.31 -0.707
C -0.09 1.08 -0.47 0.070
H -0.25 -2.70 0.18 0.223
```

=====

# 4
An isolated molecule of C6H13NO5, computed with the ωB97M-V functional and the def2-TZVPD basis.

Orbital gap, eV: 10.54
Total charge: 0
LUMO, eV: 0.66
SMILES: N[C@@H]1[C@H](O)[C@H](O)[C@@H](CO)O[C@@H]1O

Structure (XYZ):
```
25
Properties=species:S:1:pos:R:3:nbo_charge:R:1
O 2.32 1.54 1.00 -0.718
H -0.64 -3.28 -0.76 0.375
C 0.24 -1.42 -0.35 -0.127
H -2.19 -0.33 0.98 0.503
H 1.67 3.10 -0.30 0.178
C -0.59 0.70 0.79 0.028
N -0.90 -2.31 -0.55 -0.882
O -1.90 0.37 0.35 -0.743
O 0.89 0.75 -1.19 -0.538
H 0.81 -0.83 -2.33 0.174
H -0.70 1.24 1.71 0.195
C 1.28 2.36 0.42 -0.072
H -1.38 -1.89 -1.30 0.392
H 0.79 2.87 1.20 0.181
H -1.05 -2.18 1.47 0.494
H -0.55 2.23 -0.72 0.200
C 0.26 -0.47 -1.53 0.351
H 1.05 -0.45 1.54 0.200
C 0.20 1.54 -0.24 0.047
O -0.73 -1.41 1.96 -0.738
H 1.13 -1.98 -0.25 0.206
O -1.02 -0.29 -2.04 -0.732
H -1.52 -0.04 -1.22 0.492
C 0.03 -0.65 1.02 0.061
H 2.49 0.83 0.36 0.473
```

=====

# 5
A cluster of 2 separate species, C6H13NOS in total, computed with the ωB97M-V functional and the def2-TZVPD basis.

Orbital gap, eV: 9.32
Total charge: 0
LUMO, eV: 0.76

Structure (XYZ):
```
22
Properties=species:S:1:pos:R:3:nbo_charge:R:1
C -1.75 -1.00 -1.50 -0.222
H 0.28 -1.90 -2.15 0.195
N 0.27 0.88 0.18 -0.685
C -1.54 -2.09 -0.83 -0.177
H 2.30 0.99 -0.18 0.241
C 1.18 0.04 2.53 -0.858
C 1.40 1.63 -0.25 -0.447
H -1.07 -2.79 -2.95 0.183
H -1.12 2.38 0.64 0.197
H 1.56 1.04 2.43 0.224
H -1.42 1.63 -0.96 0.185
S 0.52 -0.56 0.93 1.465
H -2.39 -0.16 -1.75 0.226
H 1.41 2.10 -1.25 0.211
H 0.39 0.09 3.29 0.221
O 1.72 -1.22 0.40 -0.978
C -1.04 1.46 0.10 -0.420
C -0.81 -2.06 -2.15 -0.439
H 1.77 2.46 0.44 0.171
H -1.71 0.59 0.23 0.233
H 1.96 -0.72 2.88 0.246
H -1.90 -2.78 -0.06 0.227
```

=====

# 6
A cluster of 2 separate species, C6H13NOS in total, computed with the ωB97M-V functional and the def2-TZVPD basis.

Orbital gap, eV: 9.48
Total charge: 0
LUMO, eV: 0.70

Structure (XYZ):
```
22
Properties=species:S:1:pos:R:3:nbo_charge:R:1
H 0.95 0.91 3.06 0.218
H -1.82 1.94 -0.33 0.362
S 0.38 2.26 -0.62 1.313
C 1.38 1.09 2.16 -0.631
C 0.22 0.55 0.02 -0.275
H 1.30 -2.14 -0.23 0.204
H -1.66 3.55 -0.29 0.376
H -0.64 -0.82 -2.11 0.211
C -0.35 -1.19 -1.14 -0.012
N -1.24 2.67 0.12 -1.000
C 0.62 0.15 1.22 -0.249
H -1.15 -1.83 0.73 0.210
C -1.50 -1.67 -0.29 -0.666
H 0.44 -2.82 -1.73 0.227
H 0.66 -0.92 1.42 0.201
C 0.86 -1.93 -1.27 -0.661
O 0.24 2.18 -2.13 -0.944
H 1.43 2.08 1.70 0.219
H 1.64 -1.39 -1.85 0.239
H -2.17 -0.86 -0.11 0.227
H -2.11 -2.53 -0.61 0.222
H 2.51 0.71 2.29 0.208
```

=====

Q: Which value of orbital gap does entry 2 give?
A: 10.04 eV

=====

What did the sixth record say?
A cluster of 2 separate species, C6H13NOS in total, computed with the ωB97M-V functional and the def2-TZVPD basis.

Orbital gap, eV: 9.48
Total charge: 0
LUMO, eV: 0.70

Structure (XYZ):
```
22
Properties=species:S:1:pos:R:3:nbo_charge:R:1
H 0.95 0.91 3.06 0.218
H -1.82 1.94 -0.33 0.362
S 0.38 2.26 -0.62 1.313
C 1.38 1.09 2.16 -0.631
C 0.22 0.55 0.02 -0.275
H 1.30 -2.14 -0.23 0.204
H -1.66 3.55 -0.29 0.376
H -0.64 -0.82 -2.11 0.211
C -0.35 -1.19 -1.14 -0.012
N -1.24 2.67 0.12 -1.000
C 0.62 0.15 1.22 -0.249
H -1.15 -1.83 0.73 0.210
C -1.50 -1.67 -0.29 -0.666
H 0.44 -2.82 -1.73 0.227
H 0.66 -0.92 1.42 0.201
C 0.86 -1.93 -1.27 -0.661
O 0.24 2.18 -2.13 -0.944
H 1.43 2.08 1.70 0.219
H 1.64 -1.39 -1.85 0.239
H -2.17 -0.86 -0.11 0.227
H -2.11 -2.53 -0.61 0.222
H 2.51 0.71 2.29 0.208
```